Record 1
Computed, not measured: an isolated molecule of C5H6N2S at a distorted geometry, with wB97M-V/def2-TZVPD.

XYZ file:
```
14
Properties=species:S:1:pos:R:3:nbo_charge:R:1
C 0.16952 0.47148 -2.30153 -0.1195
C -0.33581 -0.17173 -1.08511 -0.1637
S -0.89656 -1.66908 -0.48431 0.3158
C -0.54942 -1.17975 1.30089 -0.4932
C 0.48741 -0.06081 1.22058 -0.4217
C 0.01202 0.73325 -0.04129 -0.2089
N 0.77200 1.82027 -0.69876 -0.1734
N 0.89041 1.52290 -1.91014 -0.1553
H 0.09268 0.03952 -3.20675 0.2066
H -0.16405 -2.01746 1.82644 0.2273
H -1.58786 -1.01654 1.66604 0.2276
H 0.54635 0.72444 2.08040 0.2440
H 1.51361 -0.54383 1.36171 0.2421
H -0.95032 1.34734 0.27182 0.2723
```

Values from the calculation:
SMILES   C1=C2SCC[C@H]2N=N1
E_LUMO   -0.0034 hartree
Calculated total energy   -701.71200 hartree
Energy above the lowest of the compared OMol25 structures with the same formula, charge and spin   79.66 kcal per mole
F_max   0.1446 Eh/bohr
Gap between HOMO and LUMO   8.24 eV

Record 2
Computed, not measured: a cluster of 6 separate species, C21H49B2Cl2N10O17P2S3 in total at a distorted geometry, with wB97M-V/def2-TZVPD.

XYZ file:
```
106
Properties=species:S:1:pos:R:3:lowdin_charge:R:1
C 2.84677 2.00076 1.51804 -0.0579
C 1.74008 1.29846 1.74180 -0.2613
P 1.65862 -0.52656 1.29443 0.4566
S 1.78410 -2.77927 0.70903 0.7143
C 3.13124 -2.76245 -0.45878 -0.4714
C 3.23023 -3.99340 -1.30647 -0.5174
O 2.64529 -5.02194 -1.14049 0.1298
O 4.17689 -3.90077 -2.33228 -0.0369
C 3.68159 -3.17119 -3.45090 -0.1158
C 4.70159 -3.12345 -4.58774 -0.2927
C 5.93078 -3.96349 -4.31084 -0.0279
O 5.01763 -1.77637 -4.98562 -0.0120
C 5.61147 -0.98933 -4.05209 -0.5533
O 6.73873 -1.16204 -3.67547 0.1403
C 4.80943 0.17036 -3.55018 -0.4396
S 4.15272 1.16121 -4.91593 0.7441
C 2.42660 -0.96192 2.99953 -0.7233
Cl 3.86158 -1.96668 2.96711 0.6316
C 2.06133 -0.61565 4.23431 -0.7774
C 2.75420 -1.04235 5.48374 -0.1800
Cl 0.67573 0.38249 4.53733 0.7112
O 1.08049 -0.13553 -0.35133 -0.2693
C -0.33116 0.01143 -0.43378 -0.4022
C -0.94958 -0.52353 -1.75928 -0.0127
B -0.09041 -1.52192 -2.63926 -0.6852
O 0.42655 -1.06099 -3.84909 0.1339
O 0.12708 -2.81994 -2.35296 0.1563
B -0.53756 1.59275 -0.55974 -0.6409
O 0.28822 2.24376 -1.47632 0.1581
O -1.44888 2.39535 0.08234 -0.0189
C -2.74115 2.49887 -0.50526 -0.0821
C -0.91615 -0.69876 0.81338 -0.7736
S -2.32788 0.09784 1.67041 0.8661
P -1.46099 -2.54077 0.51429 0.8610
O -0.94637 -3.27686 1.85501 -0.2871
O -3.08676 -2.52691 0.80059 -0.3341
O 0.09462 -0.76496 1.78935 -0.4119
H 3.15919 2.81636 2.14888 0.0404
H 3.48539 1.70408 0.69928 0.0388
H 0.88461 1.77102 2.19920 0.0452
H 2.98315 -0.37892 0.76833 0.0231
H 4.06334 -2.71935 0.10053 0.0712
H 3.10661 -1.86019 -1.05026 0.0613
H 2.77881 -3.64539 -3.81614 0.1301
H 3.37894 -2.17799 -3.17116 0.1060
H 4.21928 -3.56877 -5.44248 0.1423
H 6.46311 -3.61085 -3.44283 0.0773
H 6.56705 -3.93731 -5.18332 0.0871
H 5.61271 -4.97891 -4.12351 0.0887
H 5.45934 0.76904 -2.93817 0.0806
H 3.97310 -0.14996 -2.94184 0.0747
H 3.19980 1.74791 -4.19175 -0.1532
H 3.82226 -0.94985 5.40987 0.0295
H 2.39340 -0.46092 6.31801 0.0530
H 2.45256 -2.06468 5.68582 0.0768
H -1.93649 -0.94104 -1.59302 0.1014
H -1.11694 0.32839 -2.41434 0.0962
H 0.66936 -0.13020 -3.79793 0.0899
H 0.49667 -3.30122 -3.09590 0.0964
H -0.27644 2.78858 -2.03080 0.0899
H -2.99280 1.63723 -1.11348 0.0900
H -3.46530 2.55431 0.29113 0.0662
H -2.83138 3.39730 -1.10977 0.0701
H -1.63992 1.05913 2.29701 -0.1070
H -0.19909 -3.82659 1.59420 -0.0207
H -3.51620 -2.42485 -0.05818 0.0180
C -6.77799 2.98720 -0.31984 -0.6825
O -6.37554 1.85873 -0.11281 0.0325
N -7.77231 3.25053 -1.24494 0.1292
N -6.28849 4.07735 0.33249 0.1584
H -8.12283 4.16866 -1.43216 0.0735
H -8.15210 2.46903 -1.74208 0.0896
H -5.57007 3.93430 1.02096 0.0661
H -6.60753 5.01179 0.17308 0.0836
C 5.48825 -2.78150 7.22945 -0.6751
O 5.63139 -1.65346 6.80276 0.0282
N 5.93485 -3.16683 8.47250 0.1384
N 4.86516 -3.75419 6.49606 0.1598
H 5.82283 -4.09145 8.83881 0.0828
H 6.39250 -2.47106 9.02786 0.0938
H 4.52732 -3.49216 5.58528 0.0767
H 4.72840 -4.69208 6.81786 0.0892
C -4.11458 6.39021 2.43937 -0.6607
O -4.84284 5.41351 2.32121 0.0100
N -3.30443 6.82415 1.44119 0.1672
N -4.06983 7.10695 3.61031 0.1421
H -2.70265 7.61873 1.53497 0.0938
H -3.28827 6.29993 0.57422 0.0559
H -4.65467 6.79601 4.36104 0.0959
H -3.48079 7.90465 3.74557 0.0851
C -5.14299 -4.96137 -1.07841 -0.6741
O -5.11183 -3.75756 -1.25995 0.0279
N -4.51573 -5.55785 -0.02663 0.1632
N -5.81642 -5.80848 -1.92659 0.1386
H -4.52791 -6.54447 0.14017 0.0897
H -4.00959 -4.95597 0.60397 0.0940
H -6.28425 -5.39411 -2.70849 0.0940
H -5.85570 -6.80040 -1.80027 0.0831
C -3.43796 6.05641 -2.52151 -0.6580
O -3.28667 6.15446 -1.31511 0.0141
N -4.63333 6.32167 -3.12865 0.1591
N -2.42237 5.67205 -3.34818 0.1620
H -4.78226 6.24317 -4.11559 0.0922
H -5.39253 6.60220 -2.53929 0.0996
H -1.53751 5.46969 -2.92242 0.1049
H -2.51951 5.57896 -4.34049 0.0943
```

Values from the calculation:
Charge   -1
E_LUMO   0.0592 hartree
Calculated total energy   -5503.99495 hartree
F_max   0.0422 Eh/bohr
Gap between HOMO and LUMO   5.90 eV

Record 3
Computed, not measured: a structure of composition C26H47BI2N3O12P3S at a distorted geometry, with wB97M-V/def2-TZVPD.

XYZ file:
```
95
Properties=species:S:1:pos:R:3:lowdin_charge:R:1
C 0.59578 5.32540 -0.24231 -0.1008
C 1.62049 4.36437 0.62079 -0.2437
O 2.92682 4.20296 -0.07873 -0.2156
C 3.89104 3.58483 0.84599 -0.1475
C 4.35791 2.12666 0.17238 -0.1577
O 3.51687 1.75608 -0.97407 -0.1960
C 4.12524 0.71045 -1.80960 -0.1771
C 3.79901 -0.83974 -1.28017 -0.4081
P 5.38380 -1.18940 -0.24222 0.7586
N 4.91834 -1.23305 1.34220 -0.3238
C 2.38451 -0.86159 -0.38652 -0.0785
C 1.54638 -2.29613 -0.58474 -0.3935
C -0.04212 -1.87920 -0.37511 -0.1795
C -1.11259 -2.98251 -0.94378 -0.2100
C -2.36363 -3.12810 0.15730 -0.1948
C -3.77046 -3.24801 -0.68194 -0.2123
C -4.50295 -1.77566 -0.70343 -0.2026
C -4.00354 -0.79224 -1.93361 -0.2002
C -4.98477 0.55891 -1.99522 -0.1596
C -4.53098 1.63259 -3.15195 -0.1814
O -3.13472 2.10035 -2.92825 -0.1371
C -3.07920 3.09534 -1.83650 -0.2708
C -2.29096 2.79990 -0.41148 -0.0106
O -3.64306 4.32056 -1.98079 -0.0295
C 1.82828 -3.45232 0.53617 -0.6029
I 3.72929 -4.51718 0.36722 0.9231
C 1.76189 -2.92242 2.10824 -0.2836
C 2.45742 -3.94317 3.18626 -0.2175
C 2.04581 -2.56164 -2.16182 -0.7870
I 0.82460 -1.43236 -3.65994 0.9993
P 1.76785 -4.33106 -2.81973 0.2690
S 0.66177 -4.33528 -4.44436 0.0559
N 3.39722 -1.87172 -2.35727 -0.3137
P 4.74143 -2.82944 -3.11328 0.7531
N 6.00220 -1.82374 -3.46878 -0.2778
H 0.21166 4.70516 -1.16462 0.0742
H 1.22882 6.27690 -0.58544 0.0975
H -0.36993 5.65426 0.35682 0.0927
H 1.10488 3.30279 0.71064 0.1263
H 1.77521 4.87690 1.66181 0.1294
H 3.34104 3.35432 1.87952 0.1354
H 4.86214 4.20857 1.04112 0.1335
H 5.51139 2.07336 -0.01564 0.1193
H 4.12501 1.32522 1.02615 0.1141
H 5.28132 0.93815 -1.86399 0.1151
H 3.71965 0.89853 -2.91555 0.1558
H 6.37297 -0.12725 -0.30981 0.0347
H 6.01093 -2.45589 -0.53517 -0.0357
H 5.16784 -2.17163 1.72827 -0.0686
H 2.39332 -0.36821 0.67284 0.1336
H 1.72522 -0.13378 -1.02513 0.1025
H -0.32631 -0.84430 -0.89746 0.1057
H -0.33169 -1.70402 0.76922 0.1306
H -0.69353 -4.06653 -1.07514 0.0839
H -1.59595 -2.54852 -1.94130 0.0858
H -2.18148 -4.09891 0.82731 0.1188
H -2.44908 -2.20975 0.87713 0.1104
H -3.52584 -3.63781 -1.76598 0.1107
H -4.45966 -4.04318 -0.12420 0.1178
H -5.66632 -1.98972 -0.85758 0.1220
H -4.39972 -1.17501 0.30642 0.1087
H -2.88315 -0.46990 -1.76596 0.0980
H -4.12501 -1.30833 -2.99538 0.1200
H -6.09979 0.19570 -2.19076 0.1331
H -4.92128 1.11704 -0.95366 0.1112
H -5.27818 2.56169 -3.12179 0.1421
H -4.56808 1.20469 -4.25209 0.1353
H -2.21111 3.76408 0.26636 0.0985
H -2.89464 1.99198 0.21946 0.0870
H -1.17085 2.44893 -0.60232 0.0797
H 0.96351 -4.25975 0.43023 0.1003
H 2.17802 -1.84095 2.26314 0.1085
H 0.59967 -2.89452 2.37645 0.1238
H 1.97167 -3.68728 4.24542 0.0999
H 2.24753 -5.07951 3.00252 0.0699
H 3.61434 -3.69150 3.32166 0.0681
H 1.03011 -5.14994 -1.84728 0.0070
H 2.95475 -5.07864 -3.13144 -0.0377
H 3.21250 -1.20139 -3.16411 0.0272
H 5.15169 -3.93037 -2.28201 -0.0256
H 4.22969 -3.35059 -4.36971 0.0521
H 6.83892 -2.20581 -2.95747 -0.0130
B -4.49875 3.26871 4.30420 -0.9279
O -5.25049 3.21816 5.56221 0.2417
C -4.70709 4.13361 6.37659 -0.3868
O -5.09596 4.35542 7.51187 0.1433
C -3.61710 4.79648 5.70962 -0.3876
O -2.91825 5.67975 6.17929 0.1403
O -3.47063 4.30050 4.47287 0.2355
O -3.89235 1.96788 4.00328 0.2481
C -4.38120 1.57608 2.81828 -0.3927
O -4.08296 0.52835 2.26820 0.1044
C -5.29373 2.56835 2.31330 -0.3887
O -5.90624 2.51077 1.25930 0.1328
O -5.38247 3.58819 3.17852 0.2518
```

Values from the calculation:
E_LUMO   -0.0994 hartree
Calculated total energy   -4128.08099 hartree
F_max   0.1736 Eh/bohr
Gap between HOMO and LUMO   6.15 eV

Record 4
Computed, not measured: the ion C4H9N2O with charge +1 at a distorted geometry, with wB97M-V/def2-TZVPD.

XYZ file:
```
16
Properties=species:S:1:pos:R:3:nbo_charge:R:1
C 1.21771 1.63655 -1.81300 -0.3567
C 0.37221 0.61650 -1.82160 -0.2036
C -0.68030 0.08082 -0.78300 -0.5156
C -0.37393 -0.38336 0.69545 0.5372
N 0.75629 -0.05533 1.17355 -0.7074
N -1.15738 -1.19311 1.45772 -0.2459
O -1.01391 -1.62727 2.76308 -0.4796
H 1.84455 1.97749 -2.59564 0.2399
H 1.10796 2.36621 -0.99503 0.1972
H 0.37826 -0.05537 -2.74110 0.2309
H -1.23443 -0.73924 -1.22507 0.2610
H -1.47893 0.73566 -0.85098 0.2762
H 1.46804 0.24958 0.52096 0.4508
H 0.94741 -0.33780 2.12307 0.4125
H -2.07675 -1.35835 1.13452 0.4136
H -0.07681 -1.91298 2.95706 0.4894
```

Values from the calculation:
SMILES   C=CCC(=[NH2+])NO
Charge   +1
E_LUMO   -0.1249 hartree
Calculated total energy   -342.20879 hartree
Energy above the lowest of the compared OMol25 structures with the same formula, charge and spin   93.17 kcal per mole
F_max   0.0570 Eh/bohr
Gap between HOMO and LUMO   10.96 eV